Entry 1:
25
Properties=species:S:1:pos:R:3:forces:R:3 method="wB97M-V/def2-TZVPD" e_tot_ha=-1143.6659 fmax_ev_per_a=3.0 s_squared=2.01 total_charge=0 homo_lumo_gap_ev="5.93 / 8.89" spin_multiplicity=3 e_homo_ev="-5.46 / -10.10"
C -0.747 -0.070 2.008 -0.17 0.12 0.10
C -0.350 -1.551 2.161 -0.07 -0.08 0.14
C 0.512 0.668 1.525 -0.20 -0.34 -0.54
C 1.154 -1.615 1.878 -0.19 -0.07 -0.48
C 1.410 -0.420 1.007 0.76 0.51 2.84
O -1.226 -1.265 -1.544 -1.16 0.02 0.09
Si -1.505 2.189 -2.952 -0.29 0.02 0.11
Si 0.442 0.939 -2.881 0.71 -0.18 -0.62
Si 0.379 -0.950 -1.595 -0.14 0.26 -0.51
H -1.547 0.032 1.275 -0.04 0.04 0.03
H -1.109 0.348 2.949 -0.05 -0.01 -0.06
H -0.589 -1.935 3.154 -0.05 -0.07 -0.08
H -0.888 -2.159 1.432 -0.04 -0.07 0.05
H 0.280 1.421 0.772 0.01 0.19 -0.08
H 0.988 1.186 2.368 0.14 0.03 -0.13
H 1.714 -1.514 2.819 0.11 -0.03 -0.08
H 1.451 -2.561 1.422 0.10 -0.09 0.03
H 2.441 -0.161 0.807 0.12 -0.05 -0.61
H -1.590 -1.995 -1.052 -0.05 -0.33 0.15
H -1.361 3.462 -3.674 0.24 0.13 -0.12
H -1.957 2.524 -1.600 -0.02 0.04 0.34
H -2.608 1.472 -3.599 -0.09 -0.25 -0.14
H 1.571 1.744 -2.381 0.06 0.26 0.16
H 0.872 0.597 -4.255 -0.07 0.12 -0.32
H 1.060 -2.226 -1.859 0.40 -0.18 -0.27

***

Entry 2:
31
Properties=species:S:1:pos:R:3:forces:R:3 method="wB97M-V/def2-TZVPD" e_tot_ha=-1942.7023 fmax_ev_per_a=2.3 s_squared=3.80 total_charge=+2 relative_energy_ev=0.9004 homo_lumo_gap_ev="6.62 / 6.88" spin_multiplicity=4 e_homo_ev="-15.06 / -15.59"
Mo 0.202 -0.693 -0.467 -0.42 -0.23 -1.53
N 1.041 1.220 -1.308 -0.63 0.07 -0.54
C 1.425 2.176 -0.250 1.40 -0.77 0.07
C 1.984 1.349 0.919 0.53 0.58 0.66
N 0.985 0.292 1.261 0.70 -1.29 -0.35
C -0.079 0.693 2.207 1.31 1.76 0.67
C -1.415 0.283 1.767 -1.28 -0.77 -1.54
N -1.459 0.669 0.305 -0.70 -0.05 -0.31
H 0.485 1.711 -2.016 0.27 -0.21 0.15
H 1.865 0.864 -1.768 0.46 0.18 -0.35
H 2.165 2.881 -0.643 -0.09 -0.02 0.28
H 0.554 2.726 0.038 -0.49 0.34 0.29
H 3.028 0.946 0.814 -1.22 -0.09 -0.62
H 2.120 1.978 1.800 -0.25 0.23 0.01
H 1.471 -0.529 1.658 0.08 0.41 0.15
H 0.198 0.231 3.149 -0.25 0.56 0.48
H -0.043 1.820 2.204 0.00 -1.08 0.66
H -1.566 -0.816 1.813 0.02 0.76 0.08
H -2.205 0.783 2.295 -0.25 0.16 0.51
H -2.323 0.402 -0.170 -0.10 -0.46 0.45
H -1.502 1.688 0.158 0.52 -0.40 0.44
S 1.769 -3.009 2.443 -0.24 -0.13 -0.31
Sb 1.205 -3.849 0.221 1.04 0.01 0.39
S -0.852 -2.752 0.183 -0.73 0.30 0.50
S 2.135 -1.717 -0.817 0.29 -0.24 -0.17
C -2.178 -1.840 -2.571 0.60 1.49 -0.33
O -0.993 -0.998 -2.254 0.08 -0.06 0.72
H -2.799 -1.182 -3.136 -0.61 0.13 -0.61
H -2.671 -2.081 -1.670 -0.24 -0.36 0.93
H -1.871 -2.692 -3.122 0.30 -0.78 -0.39
H -0.675 -0.555 -3.043 -0.09 -0.05 -0.37

***

Entry 3:
24
Properties=species:S:1:pos:R:3:forces:R:3 method="wB97M-V/def2-TZVPD" e_tot_ha=-309.4655 fmax_ev_per_a=4.3 s_squared=0.76 total_charge=+2 relative_energy_ev=0.2574 homo_lumo_gap_ev="13.99 / 8.42" spin_multiplicity=2 e_homo_ev="-20.97 / -21.80"
C 2.019 0.802 -0.192 0.65 -1.12 -0.24
N 0.549 0.885 -0.384 -0.02 -0.09 0.13
C -0.089 1.826 0.565 -0.42 -0.30 0.65
C 0.202 1.208 -1.787 -0.63 -1.47 -0.61
H 2.213 0.553 0.854 0.09 0.14 -0.12
H 2.509 1.745 -0.456 -0.29 -0.14 0.02
H 2.399 -0.021 -0.844 -0.15 0.76 0.46
H -1.172 1.737 0.412 0.23 0.33 0.16
H 0.181 1.510 1.589 -0.13 0.41 -0.44
H 0.255 2.849 0.365 -0.07 -0.31 0.05
H -0.884 1.169 -1.911 0.12 0.16 0.13
H 0.625 0.401 -2.419 0.02 0.86 0.13
H 0.547 2.202 -2.020 0.35 0.21 -0.19
C -0.442 -1.439 1.735 -0.56 2.06 0.44
N -0.362 -1.516 0.271 -2.11 -3.37 1.67
C -1.657 -1.790 -0.380 0.45 1.44 -1.14
H 0.516 -1.154 2.134 0.53 -0.14 0.21
H -1.184 -0.650 2.070 0.57 -1.08 -0.56
H -0.727 -2.411 2.176 0.01 -0.02 -0.40
H 0.307 -2.248 0.012 0.70 0.57 -0.46
H 0.141 -0.112 -0.153 0.71 1.51 -0.53
H -2.131 -2.684 0.028 0.19 -0.23 0.37
H -1.512 -1.929 -1.455 0.02 -0.09 0.14
H -2.304 -0.932 -0.213 -0.26 -0.08 0.13

***

Entry 4:
25
Properties=species:S:1:pos:R:3:forces:R:3 method="wB97M-V/def2-TZVPD" e_tot_ha=-385.2179 fmax_ev_per_a=1.3 total_charge=+1 relative_energy_ev=0.6222 homo_lumo_gap_ev=10.73 e_homo_ev=-13.43
C 0.123 -1.259 -0.109 0.25 0.18 -0.39
N 0.038 -0.593 -1.420 0.34 -0.52 0.04
C -0.563 -1.436 -2.443 -1.07 -0.52 -0.56
C -1.111 -0.843 0.677 0.15 -0.60 -0.06
N -1.220 0.626 0.555 0.18 0.40 0.11
C -0.230 1.493 1.338 -0.08 -0.03 -0.34
C 0.343 0.851 2.575 -1.05 -0.39 0.44
H 1.036 -0.910 0.362 0.10 0.07 0.23
H 0.201 -2.349 -0.180 -0.17 0.09 0.02
H 0.987 -0.368 -1.706 -0.16 0.22 0.08
H -1.590 -1.752 -2.197 0.27 0.32 0.27
H -0.044 -2.376 -2.646 0.37 0.09 0.13
H -0.673 -0.907 -3.389 0.23 0.16 0.07
H -1.140 -1.167 1.709 0.22 0.10 0.22
H -1.971 -1.288 0.192 -0.36 0.14 -0.12
H -2.171 0.932 0.730 -0.09 0.04 0.03
H -0.982 0.759 -0.453 -0.15 -0.08 -0.02
H -0.770 2.403 1.584 -0.05 0.06 0.02
H 0.543 1.758 0.621 0.13 -0.09 0.03
H 0.839 -0.090 2.375 0.39 0.04 -0.06
H 1.007 1.556 3.048 0.39 0.11 0.07
H -0.442 0.622 3.314 0.16 0.17 -0.22
H 2.082 1.763 -2.058 0.51 0.24 -0.12
H 3.326 1.332 -1.169 0.09 0.30 -0.38
O 2.381 1.243 -1.309 -0.60 -0.50 0.52

***

Entry 5:
25
Properties=species:S:1:pos:R:3:forces:R:3 method="wB97M-V/def2-TZVPD" e_tot_ha=-385.1353 fmax_ev_per_a=6.3 total_charge=+1 relative_energy_ev=2.8702 homo_lumo_gap_ev=9.53 e_homo_ev=-12.73
N -0.727 0.476 1.807 -1.74 -1.25 -1.23
C -0.502 -0.698 0.779 1.96 1.45 0.42
C -0.220 -2.057 1.421 -2.33 -1.93 -5.47
C 0.731 -0.072 -0.059 1.28 0.25 0.80
N 0.601 1.361 -0.452 1.13 -0.25 2.12
C 1.675 2.140 0.163 2.04 0.63 0.15
C 0.225 1.717 -1.792 -3.73 -1.35 0.07
H -0.063 0.329 2.551 -0.35 -0.06 0.87
H -0.347 1.247 1.242 -0.47 0.83 -0.37
H -1.749 0.645 2.068 2.02 -0.29 0.01
H -1.341 -0.819 0.107 -0.36 0.60 0.05
H 0.075 -2.167 2.373 1.14 0.13 3.49
H -1.112 -2.763 1.211 0.86 1.40 0.98
H 0.459 -2.640 0.747 0.20 0.91 0.61
H 1.758 -0.043 0.542 -2.28 -1.03 -1.04
H 0.764 -0.733 -0.917 0.58 -0.06 -0.28
H 2.752 1.850 -0.102 -1.31 -0.70 0.40
H 1.783 3.149 -0.245 -1.09 0.18 0.31
H 1.618 2.179 1.293 -0.01 0.07 -1.22
H -0.194 0.760 -2.127 0.02 0.27 -0.77
H 0.855 2.082 -2.562 1.56 0.29 -0.06
H -0.685 2.370 -1.782 0.87 -0.14 0.07
H -2.444 -2.192 -2.621 0.01 -1.10 0.89
H -2.115 -3.366 -1.496 -1.05 -0.06 -0.08
O -1.797 -2.754 -2.150 1.04 1.22 -0.72

***

Entry 6:
25
Properties=species:S:1:pos:R:3:forces:R:3 method="wB97M-V/def2-TZVPD" e_tot_ha=-385.2327 fmax_ev_per_a=0.8 total_charge=+1 relative_energy_ev=0.2190 homo_lumo_gap_ev=10.99 e_homo_ev=-13.83
N -0.461 -0.028 -1.238 0.72 -0.33 0.15
C -0.679 -1.149 -0.265 -0.30 0.08 0.61
C 0.615 -1.415 0.489 0.73 0.33 0.21
C 1.306 -0.137 1.050 0.47 -0.57 -0.11
C 2.695 0.091 0.451 -0.34 -0.59 -0.03
C -1.829 -0.779 0.679 -0.61 -0.27 -0.37
N -2.774 0.141 0.029 0.29 -0.19 0.07
H 0.331 -0.308 -1.822 -0.34 0.22 -0.37
H -1.304 0.219 -1.760 -0.03 -0.20 0.00
H -0.175 0.843 -0.787 0.01 0.32 0.06
H -0.940 -1.995 -0.888 -0.14 -0.26 -0.06
H 1.295 -1.944 -0.179 0.21 0.06 -0.08
H 0.499 -2.093 1.335 -0.62 -0.15 -0.25
H 1.450 -0.213 2.125 -0.19 -0.20 0.13
H 0.689 0.743 0.936 -0.22 0.38 -0.13
H 3.143 0.952 0.902 0.30 0.68 -0.04
H 2.673 0.168 -0.637 0.03 0.26 -0.05
H 3.357 -0.744 0.682 -0.10 -0.13 0.01
H -2.348 -1.697 0.965 0.25 -0.10 0.04
H -1.415 -0.388 1.600 0.00 0.46 0.09
H -3.587 -0.369 -0.289 -0.08 0.13 0.01
H -3.094 0.856 0.665 -0.07 0.06 0.04
H -0.270 3.455 -0.811 0.09 -0.06 -0.15
H 0.763 3.076 -1.890 0.00 0.10 0.03
O 0.059 2.717 -1.340 -0.06 -0.05 0.19